Record 1
Molecular formula: C41H38NOSi
Method: DFT, ωB97M-V/def2-TZVPD

Structure (ORCA input):
```
! wB97M-V def2-TZVPD RIJCOSX def2/J DEFGRID3
* xyz 1 1
H 4.412 -2.020 0.592
C -1.589 -0.352 -4.162
H -0.382 2.632 -2.660
H 0.963 2.710 1.184
H 0.595 -2.483 1.324
C 0.746 3.268 -0.899
N -0.404 1.426 0.241
C -0.568 3.017 -1.644
C -0.709 -1.175 -4.871
H -0.151 -0.542 -1.065
C -1.397 -0.144 -2.792
H 4.680 1.532 2.998
O 6.081 -0.204 1.683
C -0.512 -0.781 2.103
H 0.292 1.115 2.465
H -2.424 0.136 -4.671
C -5.889 2.401 -3.744
H 5.843 -2.901 1.755
H -5.420 0.397 2.199
C 1.893 -0.009 1.752
C 7.871 -0.540 3.189
C -3.124 2.727 -3.995
C 2.536 -1.015 0.993
C -2.576 -1.336 3.269
H 0.769 4.264 -0.451
C 3.916 -1.189 1.097
H -3.279 -1.855 -1.695
C 7.427 -3.302 3.199
H -5.896 -2.008 1.740
C 8.627 -1.358 4.018
C 4.686 -0.243 1.776
H -1.113 -4.138 1.995
H -3.441 -1.015 3.842
H 8.020 0.537 3.129
H -0.858 -1.322 -5.943
H -4.791 -3.141 -0.189
H -3.925 1.683 0.695
H 7.273 -4.384 3.172
H -5.431 1.152 -2.036
H -3.582 3.981 -5.689
H -0.912 1.616 1.116
H -6.052 3.681 -5.480
C -0.315 -0.749 -2.130
C -0.312 -2.151 1.833
C 2.699 0.881 2.492
C -5.233 -1.446 1.079
C -4.616 -2.081 -0.002
C 6.620 -2.486 2.399
H 1.701 1.582 0.016
H -1.836 0.673 3.032
C -5.025 1.771 -2.841
H -1.155 3.937 -1.775
C -1.672 -0.388 2.817
C -4.975 -0.096 1.333
H -2.044 2.859 -4.106
H -3.142 -3.416 3.258
C 6.844 -1.107 2.427
C 0.351 -1.805 -4.211
H 1.976 -1.635 0.288
C 8.411 -2.740 4.022
H 1.370 -2.084 -2.311
C -4.126 0.628 0.490
H 9.018 -3.386 4.664
C -2.395 -2.688 2.955
H -2.102 2.623 -0.200
H 1.604 3.185 -1.566
C -3.994 3.361 -4.893
C -1.267 -3.082 2.236
H 1.028 -2.457 -4.767
H -6.966 2.265 -3.639
C 4.072 0.795 2.485
C 0.546 -1.596 -2.838
C -3.763 -1.364 -0.846
Si -2.504 0.962 -1.808
C 0.839 2.231 0.206
C -3.537 -0.003 -0.613
C -3.633 1.913 -2.966
H 2.234 1.698 3.048
H 9.392 -0.908 4.655
C -5.377 3.195 -4.774
C -1.372 2.036 -0.781
C 0.453 0.258 1.794
*
```

* E_HOMO: -11.064 eV
* calculated total energy: -2004.35309 a.u.
* HOMO-LUMO gap: 6.4 eV

***

Record 2
Molecular formula: C41H39BClN10O7PS2W
Method: DFT, ωB97M-V/def2-TZVPD

Structure (ORCA input):
```
! wB97M-V def2-TZVPD RIJCOSX def2/J DEFGRID3
* xyz 1 4
H -3.470 -6.764 1.219
C -1.577 -0.431 2.973
H -1.105 1.131 -4.475
H -1.616 -0.437 4.046
C -1.159 3.986 0.021
H -4.675 -2.798 -1.742
H -4.698 -5.490 -1.295
H 6.297 -3.035 3.467
O -1.820 4.316 -2.806
C -2.637 -6.202 0.799
H 1.144 5.168 0.487
C 1.748 -0.278 5.368
C -5.397 0.899 -0.492
N -1.820 -0.983 0.856
H 1.983 6.670 -3.430
C -0.639 4.819 -2.359
H 1.884 -1.983 -2.690
C 0.603 -2.481 6.606
H 3.538 0.901 2.315
C -4.345 1.660 -1.001
H 3.612 1.883 -5.102
C 4.082 -0.104 -4.443
H -0.361 1.831 3.710
N 1.506 -0.080 -3.367
P 1.715 -1.349 2.812
C -4.405 3.084 -1.412
C -1.379 -2.610 -2.412
H 2.200 0.579 4.883
O -0.407 2.025 -2.604
H -5.356 3.300 -1.894
H -2.151 -6.834 0.055
C -4.874 -0.353 -0.278
C 6.294 -0.930 3.029
H 0.745 -1.339 8.416
C 1.511 -0.260 6.732
N -1.557 -0.416 -2.469
H 5.082 -0.122 -4.854
C 1.363 6.097 -2.754
H 7.367 -0.831 3.115
W -0.896 1.268 -1.193
C 1.408 -1.403 4.619
H -2.425 -2.383 2.300
H 0.475 2.027 2.153
O 0.494 -0.323 -0.868
N -1.661 -1.528 -1.682
H -4.311 3.732 -0.539
H -3.591 3.306 -2.086
C 0.824 -2.503 5.237
C -1.112 0.607 2.160
C 4.143 0.044 2.587
C -1.218 0.120 -4.857
H 3.854 -3.268 3.273
N -3.182 -2.817 -0.224
C 0.936 -1.361 7.352
C -0.491 1.872 2.630
C 5.519 0.173 2.709
H -2.158 0.049 -5.405
H 1.770 0.617 7.310
H -1.387 -3.597 -1.978
C -2.013 -1.409 2.113
H 5.983 1.137 2.552
O 2.927 1.198 -0.964
S 1.203 -3.079 1.977
H -1.115 2.731 2.388
C 2.293 -1.136 -3.230
N -2.570 -3.774 0.519
H -1.853 4.399 -3.766
S 1.763 -0.850 -0.211
C -1.243 -0.827 -3.710
C 3.264 1.000 -4.585
C -3.105 -4.931 0.179
N -3.592 -0.351 -0.657
C 4.343 -2.408 -3.630
N -3.239 0.896 -1.090
H -0.406 -0.116 -5.542
C 1.984 0.961 -4.051
C -1.102 -2.214 -3.706
O -1.333 4.490 1.094
C -4.099 -3.393 -1.054
H 2.641 6.389 -1.059
H -1.917 -5.975 1.582
O 0.707 2.075 -0.130
H -6.401 1.238 -0.313
H -0.116 5.672 -4.250
C 4.323 -2.306 3.117
O -1.689 2.787 -0.296
C 5.697 -2.168 3.226
Cl 1.953 2.372 -1.112
C 3.546 -1.193 2.800
H 0.165 -3.345 7.087
C 0.185 5.539 -3.217
H 1.313 1.803 -4.151
B -2.552 -1.464 -0.400
C 0.891 5.261 -0.561
H 0.552 -3.371 4.650
C 3.580 -1.209 -3.760
H -0.852 -2.839 -4.544
N 4.948 -3.381 -3.550
N -1.285 0.277 0.867
C -0.294 4.679 -1.008
H -5.329 -1.245 0.116
C -4.091 -4.739 -0.820
C 1.725 5.947 -1.425
*
```

* <S²>: 3.764
* energy above the lowest of the compared OMol25 structures with the same formula, charge and spin: 0.9420 eV
* E_HOMO (spin up / spin down): -10.496 / -11.113 eV
* calculated total energy: -4349.64116 a.u.
* HOMO-LUMO gap (spin up / spin down): 6.4 / 6.0 eV

***

Record 3
Molecular formula: C41H39BrN4O3Sn
Method: DFT, ωB97M-V/def2-TZVPD

Structure (ORCA input):
```
! wB97M-V def2-TZVPD RIJCOSX def2/J DEFGRID3
* xyz 2 1
C -0.165 0.790 -1.816
H -6.351 1.809 -0.878
H -6.280 -0.748 -1.083
H 1.790 2.027 -6.348
C -1.360 0.668 -5.874
N 1.280 2.607 1.362
C -1.399 0.223 1.562
H 1.647 3.457 -0.467
O 1.358 -1.388 1.713
C 0.466 0.879 -4.133
C 2.049 1.177 -2.352
C 0.656 2.725 2.585
C 1.776 1.121 -3.698
H -4.821 1.866 -1.753
N -0.588 0.397 0.502
H 1.730 -4.000 -1.252
N 1.835 0.752 3.120
C 1.557 -5.823 -0.122
H 5.359 -1.776 0.705
C 1.398 -3.628 0.836
O 1.464 -1.597 -0.443
C 1.138 3.582 0.482
C 3.523 -0.910 3.445
H 0.374 1.972 -7.394
C 2.560 0.081 3.917
C 1.195 -4.182 2.102
C -0.198 3.796 2.878
N 1.082 1.014 -1.422
H 0.327 2.926 -5.906
H -1.496 4.668 4.376
C 4.054 -0.839 2.119
C -0.611 2.850 5.053
H -1.896 1.535 -5.472
H -1.787 -0.246 -5.449
H -5.463 -0.548 1.795
C 4.966 -1.844 1.713
H 0.432 -1.400 -5.672
H -3.375 0.113 2.336
Sn 1.644 0.295 0.706
C 4.829 -2.879 3.869
H 1.052 -3.530 2.957
H -0.921 0.036 2.518
C 5.349 -2.847 2.567
C -5.203 -0.722 -0.901
H -4.695 -0.685 -1.870
H 0.656 -0.585 -7.228
C -2.774 0.266 1.450
H -1.100 2.875 6.018
C 0.145 0.766 -5.618
H -6.710 0.448 1.056
H 3.055 1.356 -1.989
H 3.551 -1.945 5.316
C 0.833 -0.502 -6.153
Br 5.297 -4.259 5.009
C 0.371 4.735 0.737
H 2.527 0.261 4.993
C -0.841 3.836 4.142
C 0.289 1.796 4.758
C 3.942 -1.897 4.305
C -4.859 0.501 -0.027
H -4.978 2.677 -0.181
H -1.540 0.639 -6.949
C -5.267 1.792 -0.755
H 2.587 1.248 -4.404
C -0.329 4.813 1.903
C 0.918 1.746 3.555
C 1.427 -2.186 0.685
H -2.894 0.873 -1.857
H 1.328 -7.454 1.255
C 0.698 1.999 -6.352
C 1.171 -5.557 2.250
H 1.703 -6.464 -0.981
C -3.355 0.492 0.205
C -5.644 0.401 1.280
O 3.785 0.157 1.314
H 1.015 -5.992 3.230
H 0.327 5.521 -0.004
H 0.469 1.026 5.501
H -5.412 1.226 1.961
H -4.921 -1.653 -0.400
H -1.528 0.521 -3.430
C -0.504 0.721 -3.149
H 1.913 -0.477 -5.989
H -0.984 5.655 2.100
C -1.131 0.614 -0.707
H 6.045 -3.612 2.251
C 1.577 -4.448 -0.279
C -2.489 0.673 -0.873
C 1.349 -6.377 1.139
*
```

* E_HOMO: -12.494 eV
* calculated total energy: -4818.44098 a.u.
* HOMO-LUMO gap: 6.0 eV

***

Record 4
Molecular formula: C41H40BrI2InN3O4Se2Si
Method: DFT, ωB97M-V/def2-TZVPD

Structure (ORCA input):
```
! wB97M-V def2-TZVPD RIJCOSX def2/J DEFGRID3
* xyz -1 1
H -0.677 -1.821 3.258
C 0.183 3.558 -1.052
H -5.924 0.199 0.263
H -4.353 -0.437 -5.356
C -0.589 2.909 -2.018
C 1.191 0.980 2.689
C 3.704 -1.126 0.382
C -0.971 -0.485 -5.394
H 1.670 3.121 5.336
H 7.032 -0.643 -1.822
H -2.737 3.799 -0.865
O 6.936 0.034 -1.145
C 0.514 5.437 -2.509
N -0.892 -0.706 1.444
C 0.556 1.281 5.426
Se 2.093 -2.188 -0.038
H -1.220 4.826 3.752
C -3.094 -3.498 -3.352
C -0.794 -3.131 -2.919
C -3.369 -2.838 -2.159
H -1.108 -1.514 0.867
I 0.028 1.518 7.442
H -0.401 5.284 -4.445
C -2.275 -0.669 -5.837
C -1.915 1.347 2.380
In 0.576 -0.010 -0.351
C -3.086 0.228 -3.756
Si -1.380 1.242 -1.624
C 0.723 4.813 -1.286
C -5.224 0.991 0.021
H 3.605 -1.665 -2.411
H -4.903 4.354 0.151
O -4.065 -3.986 -4.162
H -1.530 -4.149 -4.672
C -0.244 4.805 -3.485
C 1.616 2.092 3.457
H 3.976 1.428 -0.452
H -0.106 3.955 1.713
H 4.304 -1.790 1.007
C -0.832 3.348 2.245
H 0.296 0.186 -3.817
H 0.737 -1.721 2.191
H 5.920 0.325 0.574
H -0.508 -0.570 5.211
C -3.065 1.678 -0.870
C -1.783 0.419 -3.288
C -0.795 3.554 -3.237
C -2.301 -2.364 -1.427
C -2.132 -0.043 1.824
C -4.653 3.318 -0.046
C 4.594 -1.615 -1.953
C -3.332 -0.309 -5.014
H -3.274 1.069 4.022
H 5.288 -1.266 -2.723
H -2.882 3.355 4.920
H -2.478 -1.824 -0.501
I 2.725 3.559 2.457
C 4.546 -0.616 -0.799
H -4.927 -3.737 -3.812
C -2.372 3.020 4.026
C 5.961 -0.429 -0.215
C -3.426 3.002 -0.615
H -2.777 0.031 0.942
C 0.409 0.022 3.379
C 4.056 0.747 -1.299
C -1.776 -3.659 -3.743
H 0.387 3.069 -0.102
Br 1.000 -3.281 -3.479
H -6.507 2.561 0.732
C -2.602 1.753 3.520
H 4.303 -3.308 -1.072
H -3.755 -0.355 -0.746
H -1.383 3.069 -4.009
H 0.948 6.411 -2.704
C 1.321 2.251 4.797
C -1.456 3.837 3.382
H -3.925 0.529 -3.140
H -0.135 -0.762 -6.025
N -1.024 -2.500 -1.783
H 3.390 -0.288 1.002
C 0.105 0.177 4.720
Se 2.340 0.800 -2.270
C -5.554 2.314 0.281
C -0.731 0.049 -4.137
H 1.326 5.290 -0.523
H -4.387 -2.677 -1.823
H -2.678 -0.624 2.583
C -3.997 0.685 -0.549
O 5.039 -2.910 -1.557
H -2.465 -1.093 -6.816
H 6.287 -1.374 0.230
N -1.062 2.140 1.742
H 4.790 1.162 -1.989
O 1.474 0.877 1.438
C -0.101 -1.155 2.599
*
```

* energy above the lowest of the compared OMol25 structures with the same formula, charge and spin: 0.8615 eV
* E_HOMO: -4.178 eV
* calculated total energy: -10503.64657 a.u.
* HOMO-LUMO gap: 6.0 eV

***

Record 5
Molecular formula: C41H40BrLaN7O11SSb
Method: DFT, ωB97M-V/def2-TZVPD

Structure (ORCA input):
```
! wB97M-V def2-TZVPD RIJCOSX def2/J DEFGRID3
* xyz 0 1
H 9.342 17.257 9.136
H 13.757 18.703 10.713
O 12.471 17.647 14.231
H 16.916 20.576 14.748
H 15.396 15.712 11.342
H 12.139 20.508 9.919
C 18.455 17.931 17.193
H 14.141 22.560 11.856
N 9.975 13.381 14.224
H 15.353 14.758 14.422
C 12.095 13.187 15.390
H 14.671 24.189 13.334
O 12.129 14.293 10.967
O 12.997 12.434 15.748
C 11.882 12.461 8.798
C 8.541 16.995 12.557
C 17.342 19.842 15.518
C 13.985 18.226 18.326
H 18.919 17.106 17.756
H 12.898 15.828 20.408
C 14.491 23.208 13.814
C 13.554 16.208 17.075
H 11.457 11.846 6.814
C 11.517 18.505 14.583
H 15.705 12.221 12.926
H 11.397 9.459 7.339
H 20.234 19.167 17.220
H 17.113 14.667 12.001
Sb 14.521 18.556 15.312
C 9.761 17.047 13.269
C 13.209 16.213 19.451
O 11.645 19.355 15.494
H 13.309 15.805 16.058
C 11.750 9.707 9.454
H 14.585 13.398 14.765
Br 11.741 7.843 9.854
H 12.040 10.346 11.510
O 6.327 20.328 12.114
C 9.247 19.352 13.960
O 7.390 15.968 10.896
H 15.011 23.748 15.886
H 6.657 17.999 12.077
C 13.228 15.493 18.235
C 19.212 19.077 16.896
H 14.490 21.423 16.713
C 11.854 19.442 10.023
N 15.111 14.737 11.325
H 14.219 19.297 18.287
O 12.169 14.401 14.869
N 7.067 20.341 13.095
H 13.772 20.199 12.581
C 7.662 18.051 12.577
C 8.007 19.257 13.198
N 14.943 13.927 13.977
C 14.508 21.603 15.622
N 9.604 20.007 9.242
H 9.564 20.201 14.513
C 10.578 12.726 15.363
H 9.985 20.958 9.071
N 8.054 15.774 11.902
C 16.610 18.723 15.898
C 17.186 17.741 16.707
C 10.139 18.258 13.906
H 10.037 14.437 14.190
C 18.644 20.005 16.022
C 12.042 13.015 11.293
C 13.927 17.517 17.119
C 12.729 18.502 10.542
H 19.213 20.879 15.729
H 9.001 13.117 14.023
N 12.370 17.205 10.719
C 15.925 13.267 13.171
O 7.048 21.212 13.980
C 11.211 16.817 10.108
S 15.280 17.412 13.400
H 13.085 14.455 18.181
H 16.840 13.202 13.737
C 16.246 14.040 11.863
C 12.007 12.017 10.127
H 13.559 18.057 20.455
H 10.516 13.124 13.354
C 11.959 10.595 10.455
C 10.557 19.071 9.595
C 14.697 22.951 15.175
H 14.988 14.574 10.321
C 14.118 22.232 12.864
H 16.611 16.878 16.984
O 8.288 14.642 12.393
H 8.859 19.785 8.624
O 10.419 15.897 13.401
C 13.901 20.939 13.357
H 16.579 13.221 11.183
La 12.794 15.460 12.949
H 10.046 12.845 16.301
H 12.017 13.512 8.525
H 10.543 11.632 15.079
C 10.231 17.677 9.619
H 11.077 15.724 10.050
C 11.630 11.498 7.842
O 12.031 12.586 12.504
C 13.623 17.543 19.490
C 14.202 20.624 14.658
C 11.617 10.128 8.132
*
```

* energy above the lowest of the compared OMol25 structures with the same formula, charge and spin: 1.2667 eV
* E_HOMO: -7.952 eV
* calculated total energy: -6041.36539 a.u.
* HOMO-LUMO gap: 7.4 eV

***

no.,F_max (eV/Å)
1,2.8
2,2.3
3,3.4
4,0.9
5,3.6